ORCA calculation (ωB97M-V with the def2-TZVPD basis set) on C21H60N6O8 as an isolated structure in a non-equilibrium geometry.

Each line ends with the Löwdin charge.
Cartesian coordinates (Å):
N -0.3664 -0.4018 0.6614  0.3868
H -0.7003 0.5923 0.6927  0.1121
H 0.4121 -0.6345 1.1825  0.1150
H -0.1209 -0.3989 -0.1957  0.0037
H -1.0681 -0.9289 0.7217  0.0334
C -2.4983 -2.0880 2.6201  -0.9985
O -2.5292 -3.1321 1.9932  -0.0116
O -3.6415 -1.6689 3.1260  0.0747
O -1.5604 -1.4754 2.9487  0.0044
H -4.4368 -2.2016 2.8911  0.1260
C -3.7179 -1.0142 -1.5607  0.0307
C -3.1022 0.3362 -2.2233  -0.2869
C -3.7214 1.4772 -1.4199  -0.2948
O -5.1043 1.5915 -1.4653  -0.1508
C -5.7117 2.3796 -0.5157  -0.1108
N -1.6704 0.2597 -2.0280  -0.0726
H -4.7626 -0.9835 -1.5708  0.0542
H -3.4575 -1.1200 -0.5711  0.0499
H -3.4531 -1.6948 -2.3250  0.0557
H -3.2508 0.4309 -3.2025  0.0994
H -3.2864 2.3546 -1.8320  0.1185
H -3.3261 1.4063 -0.3138  0.1330
H -5.1060 3.2438 -0.4214  0.0591
H -5.4566 1.8845 0.4229  0.0987
H -6.6929 2.9232 -0.6590  0.1190
H -1.5030 0.8404 -2.8729  0.1366
H -1.3436 -0.6573 -2.3365  0.1062
C 4.3836 -0.1409 0.7637  -0.0562
C 3.1044 -0.1917 -0.0469  -0.3746
C 3.3346 0.4819 -1.4901  -0.2905
O 3.4984 1.7893 -1.5182  -0.1585
C 4.1108 2.2511 -2.7156  -0.0276
N 2.5522 -1.5623 -0.1120  0.0690
H 5.2284 -0.8375 0.1271  0.1572
H 4.4513 -0.5372 1.8536  0.1006
H 4.5675 0.8128 1.0523  0.0217
H 2.4221 0.5236 0.3647  0.0704
H 2.5357 0.3924 -2.2264  0.0890
H 3.9977 -0.0233 -2.0148  0.0673
H 5.0317 1.6516 -3.0140  0.1284
H 4.3197 3.1136 -2.5579  -0.0255
H 3.2536 2.2232 -3.5857  0.1575
H 2.6032 -2.1512 0.5525  -0.0156
H 3.3435 -2.0501 -0.6855  0.1427
C 0.0900 -3.9185 -1.7967  -0.1026
C 0.4437 -3.3226 -3.0625  -0.3926
C -0.6839 -3.3524 -4.2924  -0.2053
O -0.7458 -4.7183 -4.5609  -0.1811
C -1.6402 -4.8988 -5.7009  -0.0722
N 0.5818 -1.8509 -2.6736  -0.0032
H 0.9485 -3.7574 -1.0634  0.0917
H 0.0125 -5.0460 -1.9236  0.0983
H -0.9941 -3.6608 -1.4994  0.1214
H 1.2982 -3.6966 -3.6916  0.1418
H -0.5568 -2.6766 -5.1849  0.1334
H -1.5235 -2.9977 -3.7902  0.0712
H -2.5374 -4.7262 -5.3410  0.0199
H -1.7224 -6.0262 -5.8706  0.1219
H -1.5401 -4.2626 -6.5753  0.0898
H 1.2082 -1.7459 -1.7359  0.0747
H 1.2581 -1.4283 -3.2463  0.0257
C -0.2170 0.3399 5.8276  -0.0466
C 0.3567 1.2362 4.6621  -0.3830
C 1.8468 0.8077 4.3611  -0.1693
O 2.5825 1.2824 5.4809  -0.2060
C 3.9993 1.3001 5.2442  -0.1088
N -0.4686 0.9176 3.5155  0.0201
H 0.5344 0.5505 6.4811  0.0121
H -0.2381 -0.7536 5.3480  0.1299
H -1.2095 0.8128 6.0858  0.0970
H 0.5024 2.2190 5.1784  0.1531
H 2.3151 1.3748 3.8017  -0.0010
H 2.1300 -0.2642 4.5041  0.1543
H 4.5120 1.4340 6.1168  0.0358
H 4.3193 2.2137 4.7497  0.0874
H 4.6627 0.3849 4.9898  0.1211
H -1.4243 1.2152 3.5473  0.0775
H -0.8540 -0.0025 3.2605  0.0176
C -1.7902 2.4188 -0.4569  -0.0281
C -0.2949 2.1540 -0.8513  -0.3478
C 0.7156 2.1709 0.3370  -0.2258
O 0.5869 3.3213 1.0402  -0.1277
C 1.3096 3.3577 2.1425  -0.1752
N -0.2140 0.9637 -1.5442  -0.1597
H -2.4626 2.0305 -1.2288  -0.0431
H -1.8733 3.3825 -0.2077  0.0701
H -2.1629 1.7325 0.3623  0.1105
H 0.0687 3.0026 -1.6819  0.1884
H 1.7438 1.9336 -0.0710  0.1075
H 0.4209 1.3870 1.2040  0.1214
H 1.1163 2.6261 2.9057  0.0403
H 1.4638 4.3202 2.6522  0.0986
H 2.4369 3.4470 1.9576  0.1128
H 0.8597 0.5294 -1.7843  0.1492
H -0.7329 1.1739 -2.4146  0.0381

Its charge is 0. Its HOMO energy is -6.03 eV.